Formula: C7H8Cl2Si
Source: the Open Molecules 2025 dataset
Level of theory: ωB97M-V with the def2-TZVPD basis set

Calculated values
orbital gap (spin up / spin down): 7.44 / 7.74 eV
total charge: 0
spin multiplicity: 3
highest occupied orbital energy (spin up / spin down): -6.9 / -9.0 eV
⟨S²⟩: 2.02

```
18
Properties=species:S:1:pos:R:3:forces:R:3:lowdin_spin:R:1
Cl -2.59162 -2.25630 -0.99561 -0.7127 0.0594 -0.2172 0.13
Cl -0.64393 -3.50699 1.36501 -0.0111 -0.4362 0.7218 0.12
Si -0.90102 -1.96484 0.08532 0.8350 0.7457 -0.3576 0.53
C -0.77728 2.03893 1.10848 0.1350 -0.0368 0.1218 0.05
C -0.20335 1.47338 2.18422 -0.0396 0.6692 -0.0809 0.00
C -0.18857 0.04828 2.01960 -0.2672 -0.6531 -0.4431 0.07
C 2.05474 -0.17958 -2.64631 -0.0713 0.5620 -0.1854 0.11
C 1.91646 -1.31371 -2.03832 0.2785 0.0735 -0.1951 0.78
C -1.18182 0.97967 0.14446 -0.0366 -0.1006 0.1359 0.00
C -0.78642 -0.28791 0.84665 -0.0814 -0.6447 0.1386 0.07
H 2.87605 0.03360 -3.33278 0.0361 -0.1600 0.0188 0.03
H 2.48054 -2.22162 -2.04851 0.0708 -0.4976 0.1841 0.07
H 0.18953 1.97907 3.04776 0.0560 0.1814 0.1152 0.00
H 1.36357 0.64296 -2.51498 -0.1490 0.1053 0.0793 0.02
H -0.65413 1.08306 -0.80461 0.0244 0.0367 -0.1629 0.00
H -0.92690 3.08468 0.92457 -0.0261 0.2932 0.0365 0.00
H 0.22324 -0.63870 2.73549 0.0736 -0.2167 0.1502 0.00
H -2.24912 1.00603 -0.08045 -0.1144 0.0193 -0.0601 0.00
```
Forces are in eV/Å.